C5H5Cl2N | ωB97M-V/def2-TZVPD

spin multiplicity	1
HOMO	-7.92	eV
molar mass	150.01	Da
energy above the lowest of the compared OMol25 structures with the same formula, charge and spin	67.47	kcal/mol
SMILES string	ClCc1ccc(Cl)[nH]1

Element x y z (Å)
1 C 0.027 1.841 0.905
2 Cl -0.791 2.889 -0.147
3 H 1.050 1.996 0.939
4 H -1.710 -0.464 1.274
5 C 0.168 0.319 0.466
6 C -0.630 -1.556 -0.499
7 Cl -1.783 -2.559 -1.134
8 C 1.206 -0.195 -0.516
9 H 1.076 -2.097 -2.099
10 C 0.622 -1.421 -1.120
11 N -0.928 -0.625 0.552
12 H -0.515 1.723 1.794
13 H 2.208 0.148 -0.415